(1)
Density functional theory data (ωB97M-V/def2-TZVPD) for a cluster of 2 separate species, C5H14N2O in total.

The energy above the lowest of the compared OMol25 structures with the same formula, charge and spin comes out at 62.52 kcal per mole. For the LUMO energy, the calculation gives 0.95 eV. The strongest force on any atom is 0.275 eV/A. The SMILES is C=CCO.CNCN. The orbital gap is 9.8 eV. Its net charge is 0.

Geometry as XYZ:
```
22
C5H14N2O (ωB97M-V/def2-TZVPD)
C -0.614 2.350 -0.799
C 0.591 1.917 -0.475
C 1.539 2.700 0.378
O 1.862 1.866 1.493
H -1.323 1.739 -1.339
H -0.954 3.329 -0.485
H 0.925 0.916 -0.726
H 2.451 2.960 -0.170
H 1.059 3.623 0.713
H 2.427 2.356 2.097
C 0.527 -2.437 -0.760
N -0.121 -2.335 0.536
C -1.556 -2.098 0.441
N -1.924 -0.714 0.203
H 1.601 -2.580 -0.664
H 0.120 -3.245 -1.388
H 0.376 -1.504 -1.306
H 0.044 -3.161 1.094
H -1.992 -2.417 1.389
H -2.020 -2.694 -0.358
H -1.413 -0.120 0.849
H -1.608 -0.450 -0.723
```

=====

(2)
Density functional theory data (ωB97M-V/def2-TZVPD) for a cluster of 2 separate species, C5H14N2O in total.

The energy above the lowest of the compared OMol25 structures with the same formula, charge and spin comes out at 51.40 kcal per mole. For the LUMO energy, the calculation gives 0.82 eV. The strongest force on any atom is 0.355 eV/A. The SMILES is C/C(N)=C/O.CNC. The orbital gap is 8.7 eV. Its net charge is 0.

Geometry as XYZ:
```
22
C5H14N2O (ωB97M-V/def2-TZVPD)
C -1.199 -1.510 1.122
C -1.848 -0.696 0.046
N -2.514 -1.425 -0.971
C -1.742 0.631 -0.001
O -2.266 1.434 -0.986
H -0.601 -0.877 1.770
H -1.952 -2.021 1.725
H -0.552 -2.269 0.680
H -3.396 -1.013 -1.250
H -2.653 -2.392 -0.712
H -1.232 1.198 0.759
H -2.526 0.876 -1.728
C 2.867 -0.143 0.383
N 1.654 0.644 0.307
C 1.835 1.877 -0.432
H 2.660 -1.062 0.930
H 3.618 0.427 0.932
H 3.286 -0.404 -0.601
H 0.919 0.098 -0.133
H 0.878 2.389 -0.505
H 2.534 2.513 0.113
H 2.230 1.724 -1.448
```

=====

(3)
Density functional theory data (ωB97M-V/def2-TZVPD) for a cluster of 2 separate species, C5H14N2O in total.

The energy above the lowest of the compared OMol25 structures with the same formula, charge and spin comes out at 79.98 kcal per mole. For the LUMO energy, the calculation gives 0.61 eV. The strongest force on any atom is 0.962 eV/A. The orbital gap is 8.4 eV. Its net charge is 0.

Geometry as XYZ:
```
22
C5H14N2O (ωB97M-V/def2-TZVPD)
C 2.421 -0.355 -0.280
C -1.040 0.084 0.109
C -0.840 0.301 -1.389
C -1.905 1.197 0.697
C -1.665 -1.284 0.377
N 2.325 0.925 -0.234
N 2.459 -1.141 0.849
O 2.176 1.725 -1.211
H 2.330 1.364 0.706
H 2.401 -0.843 -1.246
H -0.063 0.108 0.601
H 2.679 -0.658 1.709
H 2.932 -2.028 0.758
H -0.331 -0.552 -1.833
H -0.238 1.188 -1.577
H -1.804 0.418 -1.882
H -1.507 2.172 0.420
H -1.939 1.130 1.787
H -2.925 1.123 0.314
H -1.742 -1.473 1.445
H -2.665 -1.332 -0.050
H -1.061 -2.070 -0.068
```

=====

Calculated HOMO, -8.9; -7.9; -7.8 eV (same order as the records).